--- one ---
51
Properties=species:S:1:pos:R:3:lowdin_charge:R:1 method="wB97M-V/def2-TZVPD" homo_lumo_gap_ev=8.24
C 5.21289 1.87254 0.91856 -0.144
C 5.43844 0.88014 1.98869 -0.317
C 4.57664 -0.26656 1.78670 -0.247
C 4.94633 -1.31197 0.65870 -0.113
O 4.68923 -0.94363 -0.76532 -0.088
C 3.34855 -0.82077 -1.06162 -0.153
C 2.19059 -1.41693 -0.34775 0.091
C 1.01214 -1.16827 -1.24626 -0.114
C 0.85148 -0.52931 -2.44848 -0.030
C 2.06714 -0.06190 -2.96831 -0.137
C 3.20273 0.10776 -2.32807 0.014
H 4.03609 0.42628 -2.91053 0.100
H 1.96167 0.28739 -4.03268 0.127
H -0.02812 -0.41950 -2.82102 0.051
C -0.12928 -1.83138 -0.53463 -0.364
O -0.05289 -2.81524 0.44156 -0.100
N -1.26295 -1.33283 -0.56408 0.138
C -2.60725 -1.53159 -0.04611 -0.177
C -2.80021 -2.62154 0.30628 -0.018
C -4.23164 -2.93957 0.89448 0.019
C -5.21458 -2.00674 0.59080 -0.136
C -4.95541 -0.65017 0.35767 0.009
C -3.54603 -0.34462 -0.14219 -0.100
N -3.17289 0.84128 -0.53161 -0.209
C -2.34722 1.76764 0.00003 -0.176
C -3.30983 2.46448 0.97287 -0.125
H -2.96072 3.18231 1.36688 -0.022
C -4.44256 2.84353 -0.10852 -0.085
H -5.55057 2.43509 0.43312 0.169
C -4.07719 1.67083 -1.14938 -0.218
H -3.62999 2.37623 -2.08987 0.165
H -4.99581 1.14464 -1.75376 0.169
H -4.44160 3.75135 -0.41081 0.008
H -3.81640 1.74137 1.79761 0.166
H -1.79054 0.90625 0.91750 0.222
H -1.62861 2.44913 -0.28954 0.105
H -5.57252 0.02366 -0.01530 0.025
H -6.18385 -2.18245 1.25925 0.139
H -4.47477 -3.91821 1.17814 0.070
H -2.26055 -3.36152 0.52646 0.050
H -1.20578 -0.39035 -0.99520 0.140
H 2.19003 -1.74398 0.66453 0.090
H 4.32883 -2.31098 0.81675 0.154
H 5.92714 -1.54451 0.76682 0.073
H 4.32723 -0.87587 2.66694 0.125
H 3.54289 -0.11642 1.61132 0.081
H 5.06572 1.27886 2.95954 0.123
H 6.46080 0.44147 2.14350 0.136
H 5.78714 2.85245 0.92374 0.068
H 3.99467 2.24405 0.75228 0.154
H 5.53139 1.46809 -0.13973 0.095

***

--- two ---
51
Properties=species:S:1:pos:R:3:lowdin_charge:R:1 method="wB97M-V/def2-TZVPD" homo_lumo_gap_ev=7.09
C -2.34513 -2.57517 2.63526 -0.080
C -2.63391 -1.77001 1.36745 -0.212
N -2.82121 -0.32624 1.57648 -0.066
C -4.19813 0.15000 1.44023 -0.229
C -4.63473 0.33276 0.01214 -0.086
C -1.90572 0.48378 2.23324 -0.424
C -0.50486 -0.00982 2.36996 -0.065
C 0.55204 0.85015 1.80306 -0.377
C 1.89913 0.20469 1.53146 -0.138
C 2.13048 -1.18074 1.43677 -0.034
C 3.43481 -1.66880 1.24223 -0.084
C 4.52756 -0.78851 1.21024 -0.086
C 4.30112 0.59363 1.31145 -0.079
C 3.00556 1.07528 1.47324 -0.023
O 0.45944 2.08608 1.70393 0.055
O -2.26889 1.59178 2.64539 0.001
H -2.03824 -3.58718 2.34170 0.077
H -1.55384 -2.16375 3.27615 0.057
H -3.25874 -2.65728 3.24225 0.079
H -1.82473 -1.90994 0.63520 0.117
H -3.55787 -2.13960 0.89976 0.114
H -4.86723 -0.56780 1.93180 0.120
H -4.26311 1.10570 1.95864 0.110
H -5.64162 0.75310 -0.03184 0.075
H -3.96754 1.02165 -0.50725 0.081
H -4.62539 -0.60926 -0.53716 0.065
H -0.36801 -1.06648 2.23015 0.051
H 1.29296 -1.88456 1.49719 0.103
H 3.58789 -2.73990 1.10730 0.099
H 5.53538 -1.16368 1.05108 0.099
H 5.12074 1.31540 1.26856 0.104
H 2.81944 2.14737 1.59079 0.118
C 0.60670 -0.22963 6.58028 -0.034
N -0.28713 0.61281 5.78040 -0.123
C -1.04138 1.64509 6.41672 -0.194
C -2.11151 2.23096 5.71854 -0.002
C -2.88366 3.22557 6.32176 -0.062
C -2.56200 3.68871 7.60740 -0.095
C -1.48513 3.13706 8.30048 -0.087
C -0.72358 2.12990 7.70086 -0.035
C -0.03597 0.57830 4.44103 0.084
H 0.33437 -0.21181 7.62987 0.079
H 0.56153 -1.23505 6.13079 0.098
H 1.64156 0.12131 6.47682 0.103
H -2.31073 1.89240 4.70162 0.088
H -3.72859 3.65327 5.76362 0.113
H -3.13206 4.50098 8.04238 0.098
H -1.19633 3.51400 9.29112 0.108
H 0.16028 1.73796 8.19540 0.096
H -0.15507 1.54473 3.92678 0.110
H 0.62555 -0.26676 4.14897 0.110

***

Stability order, top to bottom: two, one

***

--- one ---
24
Properties=species:S:1:pos:R:3:lowdin_charge:R:1 method="wB97M-V/def2-TZVPD" charge=+1 homo_lumo_gap_ev=10.50 smiles=CC[N@H+]1[C@H](SC)CN2CN21
C 2.72256 1.12763 0.51473 -0.076
C 1.45042 1.19674 -0.27150 -0.103
N 0.41281 0.22145 0.40053 -0.050
C -0.77815 0.03710 -0.44314 -0.521
S -2.21027 -0.30659 0.67234 0.877
C -3.41147 0.97140 -0.02286 -0.339
C -0.31771 -1.19087 -1.17069 -0.204
N 0.74406 -1.89623 -0.50304 -0.015
C 0.47606 -2.24894 0.88158 -0.049
N 1.19878 -1.08694 0.51630 0.016
H 2.55588 0.67360 1.49040 0.074
H 3.50851 0.47377 0.02052 0.116
H 3.11467 2.13740 0.77904 0.099
H 1.54370 0.58680 -1.17552 0.122
H 1.11245 2.15076 -0.55066 0.119
H 0.17173 0.57042 1.26059 0.120
H -0.90765 0.83162 -1.21777 0.150
H -4.21349 1.21807 0.81448 0.089
H -3.92978 0.73193 -0.96653 0.046
H -2.67741 1.83528 -0.05064 0.037
H -1.15626 -1.96101 -1.26201 0.153
H 0.03297 -0.85441 -2.16329 0.132
H -0.51316 -2.13974 1.25588 0.077
H 1.07077 -3.07923 1.19125 0.129

***

--- two ---
24
Properties=species:S:1:pos:R:3:lowdin_charge:R:1 method="wB97M-V/def2-TZVPD" charge=+1 homo_lumo_gap_ev="5.48 / 5.49"
C 2.41568 -0.33079 -0.19623 -0.133
C 1.36387 -1.52215 -0.00561 -0.095
C 2.13972 2.05489 -0.04692 0.134
C -2.02649 -0.84379 0.68093 -0.256
C -2.79605 1.20457 -0.05000 -0.413
C -0.68591 -0.25997 0.41672 -0.572
N 1.92546 0.84552 0.42475 -0.038
N 0.08151 -1.10512 -0.60235 -0.024
N -3.08951 -0.14399 -0.09895 -0.070
S -0.87914 1.39629 -0.23653 0.810
H 3.34079 -0.61510 0.31618 0.150
H 2.65279 -0.15621 -1.19322 0.113
H 1.99499 -2.23126 -0.44740 0.103
H 1.15628 -1.76607 1.10822 0.169
H 2.62377 2.06650 -0.99715 0.105
H 1.88508 3.05785 0.35499 0.130
H -2.06321 -1.91878 0.53705 0.116
H -2.28378 -0.68885 1.75043 0.121
H -3.28868 1.80162 -0.75613 0.064
H -2.89159 1.73119 0.92575 0.092
H 1.61824 0.66207 1.41059 0.187
H 0.23800 -0.73525 -1.50317 0.129
H -0.40427 -1.88088 -0.89190 0.122
H -3.02755 -0.62230 -0.90005 0.057

***

Stability order, top to bottom: one, two

***

--- one ---
52
Properties=species:S:1:pos:R:3:lowdin_charge:R:1 method="wB97M-V/def2-TZVPD" homo_lumo_gap_ev=7.89
H -6.01839 -4.50233 -4.09814 0.040
N -5.16021 -5.04509 -4.14868 0.051
C -4.13951 -4.35229 -3.85871 -0.722
N -4.02342 -3.02563 -3.49697 0.064
C -2.73455 -2.57382 -3.24297 -0.307
C -2.55061 -1.18274 -2.83667 -0.116
N -3.61160 -0.47090 -2.80826 0.107
O -3.40833 0.83410 -2.40210 -0.193
C -4.63540 1.54720 -2.52507 -0.070
C -1.14165 -0.73077 -2.49173 -0.399
O -0.19690 -1.07417 -3.17347 0.097
N -1.02317 0.00353 -1.36118 0.168
C 0.24754 0.49593 -0.93450 -0.369
C 0.37875 1.93411 -0.53339 0.006
C 1.06583 1.43056 -1.77163 -0.152
C 2.50910 1.01003 -1.63147 -0.074
N 2.52559 0.12035 -0.45755 -0.013
C 3.37548 0.42140 0.57798 -0.453
O 4.42857 0.99909 0.37764 0.067
C 3.03936 -0.07898 1.97200 -0.101
C 2.11695 0.87871 2.72783 -0.170
C 1.99635 0.50698 4.19647 -0.273
C 3.25131 0.86388 5.04571 -0.020
C 2.47260 2.05157 5.60062 -0.531
F 2.52565 2.24421 6.94545 0.081
F 2.84113 3.23647 5.02655 0.079
C 1.16229 1.51332 5.03732 -0.023
C 1.20835 -0.48962 -0.29434 -0.055
C -1.80123 -3.52480 -3.39497 -0.341
S -2.50410 -5.04218 -3.86497 1.031
H -4.81590 -2.40901 -3.43079 0.140
H -4.42572 2.55577 -2.17824 0.088
H -4.95833 1.57077 -3.56570 0.085
H -5.40764 1.09006 -1.90616 0.084
H -1.86194 0.36742 -0.94034 0.140
H -0.49138 2.55875 -0.68507 0.113
H 0.97656 2.17784 0.33579 0.104
H 0.69985 1.74361 -2.73834 0.148
H 2.82342 0.47006 -2.52716 0.131
H 3.20805 1.82532 -1.45731 0.124
H 2.61064 -1.08282 1.95050 0.117
H 3.99655 -0.14385 2.48822 0.121
H 2.50754 1.89828 2.64344 0.134
H 1.11782 0.88608 2.28102 0.107
H 1.67270 -0.52956 4.29658 0.140
H 3.46914 0.13757 5.82607 0.126
H 4.16118 1.12102 4.50570 0.124
H 0.56102 2.23847 4.49090 0.123
H 0.56681 1.03812 5.81428 0.124
H 0.97859 -0.68761 0.74939 0.112
H 1.15507 -1.43162 -0.84689 0.133
H -0.73979 -3.39279 -3.28673 0.075

***

--- two ---
52
Properties=species:S:1:pos:R:3:lowdin_charge:R:1 method="wB97M-V/def2-TZVPD" homo_lumo_gap_ev=7.90
H 6.31553 5.68750 -1.50725 0.039
N 5.76592 5.64320 -2.36137 0.050
C 4.98788 4.64285 -2.37679 -0.722
N 4.78231 3.64688 -1.44407 0.065
C 3.83877 2.68388 -1.77866 -0.307
C 3.56202 1.61591 -0.82201 -0.116
N 4.27321 1.62516 0.23946 0.107
O 3.97305 0.61162 1.13009 -0.194
C 4.90809 0.65706 2.20383 -0.071
C 2.47411 0.61783 -1.17905 -0.400
O 2.38934 0.17086 -2.30511 0.099
N 1.59901 0.32818 -0.18864 0.166
C 0.52769 -0.59297 -0.39811 -0.366
C 0.30965 -1.67924 0.61284 0.004
C 0.77791 -2.02069 -0.77081 -0.158
C -0.27015 -2.41732 -1.77810 -0.079
N -1.24984 -1.30339 -1.82190 -0.008
C -2.59354 -1.63020 -1.65625 -0.436
O -3.12642 -2.39006 -2.43889 0.086
C -3.47429 -0.85457 -0.68217 -0.101
C -3.20560 -1.07810 0.80572 -0.177
C -4.37588 -0.60780 1.65514 -0.273
C -5.60639 -1.55980 1.61464 -0.020
C -5.18246 -2.07605 2.98521 -0.531
F -6.15950 -2.21419 3.91896 0.082
F -4.54138 -3.28246 2.91618 0.077
C -4.21457 -0.91299 3.16998 -0.023
C -0.66057 -0.11202 -1.20835 -0.060
C 3.27537 2.88949 -2.97804 -0.340
S 3.90843 4.31339 -3.74653 1.031
H 5.28540 3.60594 -0.57353 0.140
H 4.62055 -0.14509 2.87869 0.088
H 5.91945 0.48846 1.83443 0.085
H 4.85533 1.61718 2.71750 0.084
H 1.82288 0.62440 0.74678 0.141
H 1.03998 -1.75329 1.40758 0.114
H -0.70120 -1.93757 0.89257 0.090
H 1.79111 -2.36536 -0.91536 0.148
H 0.20135 -2.55154 -2.75366 0.127
H -0.79520 -3.34174 -1.53677 0.128
H -3.42986 0.21347 -0.91119 0.122
H -4.48517 -1.18070 -0.92364 0.117
H -3.03191 -2.14208 0.99975 0.128
H -2.30651 -0.54486 1.12372 0.104
H -4.60802 0.43335 1.42978 0.142
H -6.55913 -1.03740 1.67385 0.127
H -5.63583 -2.30714 0.82313 0.125
H -3.22021 -1.18355 3.52245 0.123
H -4.64670 -0.14679 3.81071 0.124
H -1.38584 0.43845 -0.61254 0.111
H -0.28833 0.55799 -1.98800 0.131
H 2.55018 2.25589 -3.45622 0.076

***

Stability order, top to bottom: one, two